Formula: C2H7NS2
Source: the Open Molecules 2025 dataset
Level of theory: ωB97M-V with the def2-TZVPD basis set

```
12
Properties=species:S:1:pos:R:3:forces:R:3:lowdin_charge:R:1
S 1.667265 3.583280 -3.066042 -0.6 0.0 -0.4 0.18
S 2.231213 1.838723 -2.103026 -0.4 -0.1 -0.8 0.20
N -2.021054 -0.739491 1.588841 0.2 -0.5 0.8 0.03
C -0.653600 -0.932630 1.429717 0.3 -0.4 -1.4 -0.32
C 0.071967 -2.066972 1.355470 0.2 0.9 0.9 -0.04
H -2.389107 0.183467 1.458087 0.2 0.2 0.2 0.07
H -0.125707 -0.055073 1.101967 -0.1 0.4 -0.3 0.08
H 2.375328 1.135564 -3.256018 0.2 0.0 0.5 -0.20
H 1.093313 -1.943316 0.938947 -0.7 -0.4 0.8 0.05
H -2.472858 -1.255311 2.328134 -0.1 0.0 -0.2 0.08
H 0.462656 3.223668 -3.653804 0.8 0.1 0.7 -0.18
H -0.239419 -2.971914 1.877723 0.1 -0.1 -0.7 0.04
```
Forces are in eV/Å.

Properties
**2S+1**: 1
**SMILES**: C=CN.SS
**E_HOMO**: -8.2 eV
**Relative energy (zero: lowest compared OMol25 entry of this formula, charge and spin)**: 115.3 kJ/mol


Formula: C2H7O2
Source: the Open Molecules 2025 dataset
Level of theory: ωB97M-V with the def2-TZVPD basis set

```
11
Properties=species:S:1:pos:R:3:forces:R:3:lowdin_charge:R:1
O -2.304868 -0.774184 -0.359355 0.7 -3.2 1.0 -0.02
O 1.162511 0.861133 -0.147802 0.3 0.0 0.4 0.02
C 2.293673 1.312342 -0.319502 -0.2 2.6 -2.0 0.20
C 0.686015 -0.094374 0.825204 -3.5 -2.9 0.1 0.02
H -0.159380 -0.777630 0.310664 2.3 1.4 0.4 0.14
H -0.028480 0.462174 1.438440 0.7 0.4 0.2 0.12
H 3.244989 0.992902 0.071027 0.0 -0.7 0.7 0.14
H 1.354003 -0.748534 1.430685 0.3 1.1 -0.9 0.13
H -2.630794 -0.011933 -0.730562 -1.2 3.0 -1.3 0.00
H -2.917398 -1.459097 -0.691761 0.5 0.3 0.4 0.08
H 2.320271 2.250978 -1.006966 -0.1 -1.8 1.0 0.18
```
Forces are in eV/Å.

Properties
**2S+1**: 1
**Total charge**: +1
**E_HOMO**: -15.2 eV
**Relative energy (zero: lowest compared OMol25 entry of this formula, charge and spin)**: 228.6 kJ/mol


Formula: C2H7O2PS
Source: the Open Molecules 2025 dataset
Level of theory: ωB97M-V with the def2-TZVPD basis set

```
13
Properties=species:S:1:pos:R:3:forces:R:3:lowdin_charge:R:1
S 1.626829 -1.920253 0.094660 2.2 -1.1 -0.2 0.41
P 0.241849 -1.173372 -1.247968 -1.6 -1.1 0.0 0.52
O -1.829816 -0.859043 1.594867 0.2 -0.4 -0.2 -0.04
O 1.059073 0.151690 -1.622668 1.4 1.1 -0.7 -0.56
C 1.376074 0.979942 -0.526792 0.9 3.1 -1.7 -0.24
C -2.657597 -0.087269 1.210984 -0.2 0.8 1.0 -0.16
H 0.772826 -1.923168 -2.337280 -0.1 0.1 0.1 -0.08
H -3.746566 -0.282828 1.317202 0.2 -0.1 -0.4 0.08
H 2.191077 0.665838 0.073681 0.6 -0.9 0.5 0.02
H 1.196346 -2.341030 1.265592 -1.2 0.2 0.3 -0.20
H 0.488555 1.067885 0.034346 -0.9 0.6 1.2 0.04
H -2.372840 0.947468 0.922130 -0.1 -0.2 -0.4 0.08
H 1.758526 2.022449 -0.899543 -1.2 -1.8 0.3 0.12
```
Forces are in eV/Å.

Properties
**2S+1**: 1
**SMILES**: COPS.C=O
**E_HOMO**: -8.7 eV
**Relative energy (zero: lowest compared OMol25 entry of this formula, charge and spin)**: 189.7 kJ/mol


Formula: C2H7O3SSi
Source: the Open Molecules 2025 dataset
Level of theory: ωB97M-V with the def2-TZVPD basis set

```
14
Properties=species:S:1:pos:R:3:forces:R:3:lowdin_charge:R:1
S 2.699131 -0.019073 -1.879975 0.4 1.3 1.3 0.59
Si -0.024570 -0.220988 -0.392657 -2.2 -1.4 4.1 0.43
O -0.482889 0.658133 1.255127 0.4 0.5 -4.0 -0.34
O 1.523115 -0.020500 -0.404345 1.6 0.0 -1.0 -0.62
O 2.273256 -1.022080 -2.890032 -0.7 -1.2 -0.9 -0.80
C -0.737545 -2.013340 0.184984 1.9 -0.3 -2.0 -0.20
C -0.425496 2.114912 1.170522 0.0 -0.8 0.5 -0.22
H -1.413503 -1.888613 0.969350 -0.9 0.4 1.6 -0.04
H -0.033890 -2.877926 0.421697 -0.5 1.4 -0.1 0.04
H 0.416385 2.650550 0.669354 -0.6 -1.0 -0.7 0.08
H -1.352682 -2.424868 -0.623109 0.1 0.2 -0.3 -0.01
H -0.840916 0.087879 -1.601687 0.2 0.5 0.3 0.00
H -1.408814 2.582226 0.959990 0.5 -0.3 -0.4 0.07
H -0.191582 2.393688 2.160780 0.0 0.5 1.6 0.03
```
Forces are in eV/Å.

Properties
**2S+1**: 1
**Total charge**: -1
**SMILES**: CO[Si@H](C)OS[O-]
**E_HOMO**: -2.2 eV
**Relative energy (zero: lowest compared OMol25 entry of this formula, charge and spin)**: 210.3 kJ/mol


Formula: C2H7O4
Source: the Open Molecules 2025 dataset
Level of theory: ωB97M-V with the def2-TZVPD basis set

```
13
Properties=species:S:1:pos:R:3:forces:R:3:lowdin_charge:R:1
O 1.258699 0.902782 0.379533 -2.9 -3.7 -0.5 -0.18
O 1.674329 -1.356064 0.492451 -2.1 1.3 0.8 -0.10
O -0.228464 2.103771 -1.637483 0.6 -1.2 3.1 -0.20
O -1.150644 -0.575318 2.855099 -1.8 -1.5 0.3 -0.04
C 0.015503 -0.811421 -1.089188 -0.5 0.3 -0.5 -0.07
C 0.908869 -0.394041 0.165539 5.2 1.4 -2.3 -0.63
H -0.620600 2.607320 -0.889202 0.1 0.1 -1.0 0.01
H 0.261035 -0.456227 -2.175727 0.0 0.1 2.4 0.10
H -0.950120 -1.083148 2.073481 0.1 -0.5 -0.4 0.02
H 0.088820 -1.889702 -1.171511 0.0 -0.2 0.3 0.04
H 0.270506 1.448476 -0.930544 -0.4 1.7 -1.8 0.03
H -0.497916 0.073287 2.821453 1.8 1.9 0.0 -0.01
H -1.030019 -0.569712 -0.893905 -0.1 0.2 -0.3 0.05
```
Forces are in eV/Å.

Properties
**2S+1**: 1
**Total charge**: -1
**E_HOMO**: -4.8 eV
**Relative energy (zero: lowest compared OMol25 entry of this formula, charge and spin)**: 164.1 kJ/mol


Formula: C2H7OP
Source: the Open Molecules 2025 dataset
Level of theory: ωB97M-V with the def2-TZVPD basis set

```
11
Properties=species:S:1:pos:R:3:forces:R:3:lowdin_charge:R:1
P -1.632823 0.463480 0.842201 -1.7 -0.5 1.2 0.71
O -2.524985 0.481595 -0.526567 -0.7 1.4 0.0 -0.48
C 1.865017 -0.154695 -1.003143 0.4 -1.1 -2.0 -0.11
C 1.766737 -0.020144 0.268180 -0.7 -2.4 4.4 -0.17
H 2.529237 0.599051 -1.379710 -0.3 0.2 -1.5 0.05
H -1.857623 -0.950012 1.206695 0.2 0.8 0.0 -0.10
H 1.455882 -0.879019 0.958951 -0.2 1.3 -1.1 0.07
H 1.487613 -1.074578 -1.528927 0.7 1.3 0.3 0.08
H -2.354138 -0.128689 -1.199415 0.7 -1.4 -1.5 0.00
H 2.157266 0.791315 0.846368 0.3 0.6 -0.1 0.04
H -2.892182 0.871693 1.515368 1.4 -0.3 0.3 -0.08
```
Forces are in eV/Å.

Properties
**2S+1**: 1
**SMILES**: C=C.OP
**E_HOMO**: -9.1 eV
**Relative energy (zero: lowest compared OMol25 entry of this formula, charge and spin)**: 200.1 kJ/mol


Formula: C2H7OP
Source: the Open Molecules 2025 dataset
Level of theory: ωB97M-V with the def2-TZVPD basis set

```
11
Properties=species:S:1:pos:R:3:forces:R:3:lowdin_charge:R:1
P -2.437889 1.125932 0.173173 -0.4 -0.7 -0.6 0.71
O -1.282713 0.660411 -0.973583 -0.3 -0.3 1.1 -0.50
C 1.745504 0.294809 0.166262 -1.3 0.7 2.3 -0.09
C 1.856457 -1.013697 0.212432 1.4 -1.7 -1.3 -0.09
H -2.502071 -0.074676 1.011047 0.1 0.6 -0.5 -0.11
H 1.955873 -1.565770 -0.757619 -0.6 0.5 0.8 0.07
H 1.642987 0.975593 1.050927 0.5 -0.9 -0.7 0.08
H 2.127339 -1.674073 1.030117 -0.2 0.6 0.4 0.04
H 1.361233 0.714956 -0.710323 0.1 0.8 -1.5 0.02
H -3.597584 0.695487 -0.588765 0.4 0.2 0.5 -0.11
H -0.869136 -0.138970 -0.613664 0.2 0.1 -0.5 -0.01
```
Forces are in eV/Å.

Properties
**2S+1**: 1
**SMILES**: C=C.OP
**E_HOMO**: -9.4 eV
**Relative energy (zero: lowest compared OMol25 entry of this formula, charge and spin)**: 157.4 kJ/mol


Formula: C2H7OP
Source: the Open Molecules 2025 dataset
Level of theory: ωB97M-V with the def2-TZVPD basis set

```
11
Properties=species:S:1:pos:R:3:forces:R:3:lowdin_charge:R:1
P 0.541971 1.400089 0.317039 -6.5 -3.6 2.5 0.51
O 1.224035 2.565241 -0.221987 4.3 6.0 -3.4 -0.20
C 0.266152 0.044718 -0.774967 -2.4 -3.0 -0.9 -0.34
C -0.683980 -1.284426 0.181906 2.2 0.7 -0.6 -0.09
H -0.458256 0.312288 -1.622023 1.2 -0.4 1.2 0.07
H -1.641877 -0.855611 0.373580 -0.6 0.1 0.1 0.01
H 1.094468 -0.616879 -1.138365 -0.4 1.4 0.3 0.06
H -0.651100 -2.155656 -0.466672 -0.4 -0.1 -0.3 0.02
H -0.712703 1.450761 1.044233 0.4 -0.2 -0.7 -0.02
H -0.118567 -1.553326 1.102241 -0.4 0.7 -0.6 0.04
H 1.139857 0.692800 1.205015 2.3 -1.6 2.6 -0.06
```
Forces are in eV/Å.

Properties
**2S+1**: 3
**E_HOMO (alpha / beta)**: -3.9 / -11.3 eV
**Relative energy (zero: lowest compared OMol25 entry of this formula, charge and spin)**: 227.8 kJ/mol


> Look up the relative energy (zero: lowest compared OMol25 entry of this formula, charge and spin) of the seventh one.

157.4 kJ/mol